Entry from the OMol25 dataset: a structure of composition C33H37ClO2Si2V (ωB97M-V/def2-TZVPD).

Values from the calculation:
multiplicity = 3
net charge = +1
frontier orbital gap (alpha / beta) = 4.45 / 5.28 eV
LUMO level (alpha / beta) = -0.2032 / -0.1729 Ha
calculated total energy = -3413.0311 Eh
E_HOMO (alpha / beta) = -9.98 / -9.98 eV

Atoms and positions in Å:
C (-1.5236, -0.7831, 0.9652)
C (-2.0906, -0.2733, -0.2426)
C (-1.7037, -1.1454, -1.3038)
H (-2.6977, 0.6141, -0.3454)
C (-0.8971, -2.1896, -0.7581)
C (-0.7862, -1.9675, 0.6473)
H (-0.2299, -2.5827, 1.3405)
H (-1.6357, -0.3499, 1.9521)
H (-1.9831, -1.0427, -2.3426)
H (-0.4394, -2.9909, -1.3199)
V (-0.0894, -0.3835, -0.3581)
Si (-0.1521, 0.1160, -7.2284)
C (0.3744, 1.6611, -8.1516)
C (1.7091, 1.8264, -8.5608)
H (2.4506, 1.0459, -8.3611)
C (2.0937, 3.0012, -9.2206)
H (3.1333, 3.1308, -9.5291)
C (1.1490, 4.0004, -9.4893)
H (1.4493, 4.9130, -10.0162)
C (-0.1786, 3.8337, -9.0710)
H (-0.9174, 4.6110, -9.2776)
C (-0.5664, 2.6754, -8.3886)
H (-1.5934, 2.5508, -8.0350)
C (0.6425, -1.3187, -8.1257)
C (0.2829, -1.5173, -9.4700)
H (-0.4399, -0.8445, -9.9423)
C (0.8496, -2.5665, -10.2013)
H (0.5735, -2.7046, -11.2481)
C (1.7640, -3.4362, -9.5945)
H (2.1842, -4.2689, -10.1567)
C (2.1364, -3.2335, -8.2619)
H (2.8510, -3.9039, -7.7801)
C (1.5940, -2.1695, -7.5348)
H (1.9149, -2.0017, -6.5016)
H (-1.6309, 0.0076, -7.2472)
Si (0.9656, 0.3378, -5.1195)
C (0.0319, -1.2532, -4.5770)
C (-1.3508, -1.4286, -4.8072)
H (-1.9782, -0.5899, -5.1264)
C (-1.9598, -2.6879, -4.7083)
H (-3.0124, -2.8008, -4.9780)
C (-1.2233, -3.7929, -4.2869)
H (-1.6922, -4.7788, -4.2264)
C (0.1179, -3.6150, -3.9374)
H (0.6964, -4.4699, -3.5797)
C (0.7306, -2.3604, -4.0620)
H (1.7735, -2.2442, -3.7674)
C (-0.0895, 1.8001, -4.5437)
C (-1.2816, 1.6852, -3.8158)
H (-1.5524, 0.7297, -3.3630)
C (-2.1448, 2.7719, -3.6756)
H (-3.0858, 2.6493, -3.1367)
C (-1.8143, 4.0086, -4.2329)
H (-2.5111, 4.8457, -4.1711)
C (-0.5774, 4.1604, -4.8621)
H (-0.2994, 5.1256, -5.2864)
C (0.3012, 3.0824, -4.9630)
H (1.2813, 3.2194, -5.4199)
H (2.3450, 0.4509, -4.5974)
Cl (1.4105, 0.4224, -2.1077)
C (3.0241, -1.4815, 0.9573)
O (2.3998, -0.2794, 0.5213)
C (3.0705, 0.9193, 0.9133)
C (2.2689, 2.1310, 0.4611)
O (0.8670, 1.8747, 0.6711)
C (0.0008, 2.9750, 0.3457)
H (2.5962, -2.3069, 0.3728)
H (4.1166, -1.4477, 0.8092)
H (2.8094, -1.6532, 2.0237)
H (3.1795, 0.9382, 2.0099)
H (4.0660, 0.9547, 0.4413)
H (2.5615, 3.0073, 1.0594)
H (2.4540, 2.3199, -0.6096)
H (0.5568, 3.9228, 0.2556)
H (-0.7376, 3.0588, 1.1568)
H (-0.5349, 2.7826, -0.6038)

Here are the Löwdin charges for atoms 1 to 8, given in e: -0.14, -0.12, -0.12, 0.15, -0.11, -0.13, 0.14, 0.15